Record 1
ORCA calculation (the ωB97M-V functional and the def2-TZVPD basis) on a single C26H31F3N4O4 molecule.

Geometry as XYZ:
```
68
Properties=species:S:1:pos:R:3:nbo_charge:R:1
C -4.499 -0.975 3.094 -0.251
O -4.649 -0.096 1.998 -0.500
C -3.532 0.550 1.604 0.507
C -3.640 1.486 0.571 -0.313
C -2.489 2.114 0.154 -0.160
C -1.265 1.816 0.761 -0.057
C -0.013 2.496 0.230 0.230
O -0.302 3.863 -0.045 -0.733
C 0.365 1.832 -1.103 -0.435
C 1.613 2.473 -1.700 -0.405
C 2.807 2.359 -0.750 -0.032
N 3.178 0.976 -0.496 -0.467
C 4.386 0.831 0.313 -0.226
C 5.024 -0.504 -0.101 -0.422
C 3.984 -1.124 -1.043 -0.049
N 2.988 -1.841 -0.281 -0.640
C 2.827 -3.168 -0.301 0.664
O 3.470 -3.945 -0.976 -0.631
C 1.731 -3.648 0.679 -0.311
N 0.383 -3.361 0.230 -0.593
C -0.154 -2.126 0.282 0.666
O 0.461 -1.146 0.665 -0.647
C -1.588 -2.057 -0.140 -0.061
C -2.539 -2.880 0.453 -0.198
C -3.874 -2.765 0.108 -0.209
C -4.271 -1.843 -0.843 -0.160
C -3.318 -1.029 -1.440 -0.139
C -3.747 -0.077 -2.521 0.974
F -2.864 0.902 -2.751 -0.321
F -3.910 -0.715 -3.700 -0.327
F -4.922 0.515 -2.261 -0.323
C -1.980 -1.123 -1.089 -0.175
C 3.347 0.120 -1.657 -0.225
C 2.416 3.048 0.563 -0.399
C 1.189 2.375 1.176 -0.433
C -1.289 0.899 1.798 0.052
N -2.389 0.278 2.208 -0.512
H -3.752 -1.741 2.874 0.186
H -4.184 -0.429 3.986 0.190
H -5.476 -1.426 3.253 0.189
H -4.603 1.691 0.133 0.233
H -2.520 2.847 -0.639 0.233
H -0.522 4.297 0.786 0.470
H 0.548 0.778 -0.896 0.230
H -0.467 1.934 -1.801 0.216
H 1.838 2.022 -2.667 0.207
H 1.412 3.533 -1.866 0.225
H 3.663 2.907 -1.199 0.170
H 5.087 1.663 0.143 0.177
H 4.112 0.830 1.371 0.195
H 5.227 -1.152 0.749 0.221
H 5.957 -0.341 -0.639 0.213
H 4.416 -1.814 -1.770 0.239
H 2.345 -1.264 0.254 0.444
H 1.834 -4.726 0.803 0.230
H 1.886 -3.148 1.640 0.218
H -0.128 -4.101 -0.221 0.411
H -2.233 -3.595 1.203 0.221
H -4.611 -3.395 0.582 0.223
H -5.310 -1.746 -1.116 0.233
H -1.248 -0.476 -1.544 0.244
H 4.017 0.554 -2.419 0.172
H 2.386 -0.107 -2.117 0.207
H 3.244 3.024 1.272 0.206
H 2.189 4.093 0.345 0.217
H 1.406 1.320 1.326 0.232
H 0.953 2.835 2.140 0.204
H -0.400 0.624 2.343 0.204
```

The SMILES is COc1ccc([C@]2(O)CC[C@H](N3CC[C@@H](NC(=O)CNC(=O)c4cccc(C(F)(F)F)c4)C3)CC2)cn1. Its multiplicity is 1. The calculation puts the orbital gap at 8.99 eV.

=====

Record 2
ORCA calculation (the ωB97M-V functional and the def2-TZVPD basis) on a single C3H6BrFO molecule in a non-equilibrium geometry.

Geometry as XYZ:
```
12
Properties=species:S:1:pos:R:3:nbo_charge:R:1
C -0.978 0.293 0.065 -0.638
C 0.351 -0.440 0.184 0.062
O 0.538 -1.023 1.359 -0.699
C 1.478 0.687 -0.090 0.257
F 1.601 1.626 0.789 -0.310
Br 3.383 -0.183 -0.129 -0.151
H -1.149 0.766 1.047 0.229
H -0.756 1.061 -0.681 0.205
H -1.888 -0.296 -0.167 0.233
H 0.554 -1.215 -0.552 0.169
H 1.499 -0.903 1.474 0.478
H 1.328 0.941 -1.087 0.164
```

The SMILES is C[C@H](O)[C@@H](F)Br. Its multiplicity is 1. The calculation puts the orbital gap at 11.07 eV. The value obtained for the relative energy (zero: lowest compared OMol25 entry of this formula, charge and spin) is 46.4 kJ/mol.

=====

Record 3
ORCA calculation (the ωB97M-V functional and the def2-TZVPD basis) on 8 unconnected molecules or ions with the total composition C24H56Cl8O8 in a non-equilibrium geometry.

Geometry as XYZ:
```
96
Properties=species:S:1:pos:R:3:lowdin_charge:R:1
C -1.224 4.005 -1.405 -0.141
O -1.047 5.380 -1.058 -0.154
C -1.486 6.155 -2.128 -0.236
C -2.027 7.532 -1.599 -0.174
O -1.151 8.090 -0.605 -0.193
C -1.038 9.504 -0.692 -0.125
H -2.259 3.662 -1.433 0.052
H -0.909 3.308 -0.629 0.041
H -0.819 3.733 -2.380 0.084
H -2.311 5.779 -2.733 0.117
H -0.671 6.320 -2.832 0.121
H -2.936 7.537 -0.996 0.127
H -2.069 8.104 -2.526 0.109
H -0.341 9.977 -0.001 0.086
H -2.014 9.966 -0.547 0.073
H -0.877 9.833 -1.719 0.074
C 5.299 0.325 -5.551 -0.064
O 4.334 0.351 -4.406 -0.187
C 4.347 1.595 -3.742 -0.224
C 3.627 1.488 -2.414 -0.213
O 4.457 0.901 -1.447 -0.169
C 3.836 0.621 -0.237 -0.157
H 6.368 0.293 -5.337 0.076
H 5.167 1.128 -6.275 0.076
H 5.138 -0.658 -5.994 0.077
H 3.820 2.286 -4.401 0.122
H 5.353 1.940 -3.500 0.126
H 2.678 0.973 -2.563 0.118
H 3.294 2.458 -2.044 0.122
H 3.241 1.440 0.169 0.069
H 4.631 0.575 0.508 0.072
H 3.421 -0.383 -0.156 0.033
C -2.409 -2.773 5.978 -0.090
O -1.502 -3.737 6.558 -0.179
C -0.135 -3.558 6.198 -0.200
C 0.190 -4.102 4.776 -0.187
O -0.316 -3.248 3.729 -0.239
C 0.167 -3.518 2.393 -0.085
H -2.398 -2.851 4.891 0.073
H -2.162 -1.725 6.150 0.078
H -3.369 -2.939 6.467 0.086
H 0.437 -4.000 7.014 0.118
H 0.342 -2.578 6.189 0.110
H -0.141 -5.133 4.650 0.118
H 1.267 -4.149 4.614 0.115
H -0.647 -3.051 1.839 0.074
H 0.257 -4.586 2.193 0.078
H 1.126 -3.062 2.149 0.060
C -8.466 -1.659 -0.114 -0.068
O -7.139 -2.270 -0.304 -0.212
C -6.256 -2.410 0.818 -0.193
C -5.710 -1.140 1.422 -0.275
O -4.846 -1.457 2.467 -0.186
C -4.287 -0.215 3.069 -0.056
H -9.071 -2.323 0.505 0.077
H -8.994 -1.339 -1.012 0.081
H -8.274 -0.763 0.476 0.064
H -5.419 -2.992 0.432 0.132
H -6.840 -2.964 1.552 0.120
H -6.488 -0.420 1.676 0.113
H -5.192 -0.666 0.588 0.114
H -3.351 -0.476 3.563 0.073
H -5.019 0.249 3.730 0.081
H -4.014 0.430 2.233 0.034
Cl 3.198 2.237 3.153 0.518
C 2.127 1.130 4.077 -0.641
C 2.007 -0.236 3.426 -0.611
Cl 3.631 -1.049 3.279 0.504
H 1.209 1.696 4.232 0.065
H 2.574 0.935 5.052 0.062
H 1.528 -0.277 2.447 0.060
H 1.437 -0.849 4.124 0.054
Cl 5.798 -2.801 0.438 0.480
C 4.712 -2.937 -1.015 -0.636
C 5.199 -4.060 -1.957 -0.681
Cl 6.777 -3.736 -2.691 0.523
H 4.813 -2.074 -1.674 0.053
H 3.673 -3.023 -0.698 0.016
H 4.468 -4.207 -2.752 0.056
H 5.261 -4.923 -1.294 0.055
Cl 1.117 -1.664 -0.888 0.392
C 0.026 -0.229 -0.661 -0.680
C -1.406 -0.524 -0.258 -0.623
Cl -2.393 1.001 -0.090 0.457
H 0.134 0.372 -1.564 0.033
H 0.507 0.435 0.058 0.038
H -1.442 -1.042 0.700 0.041
H -2.034 -1.043 -0.983 0.049
Cl -0.095 -1.189 -4.434 0.526
C 1.283 -2.278 -4.447 -0.695
C 1.191 -3.195 -5.664 -0.649
Cl 2.635 -4.283 -5.817 0.481
H 1.401 -2.785 -3.490 0.021
H 2.125 -1.597 -4.569 0.049
H 1.053 -2.756 -6.652 0.059
H 0.313 -3.839 -5.605 0.059
```

Its multiplicity is 2. Its net charge is -1. The calculation puts the orbital gap (spin up / spin down) at 2.18 / 9.59 eV.

=====

Record 4
ORCA calculation (the ωB97M-V functional and the def2-TZVPD basis) on 4 unconnected molecules or ions with the total composition C2H11NO3 in a non-equilibrium geometry.

Geometry as XYZ:
```
17
Properties=species:S:1:pos:R:3:nbo_charge:R:1
C 0.160 -1.075 0.798 -0.461
N 0.988 -1.142 -0.490 -0.245
C 0.437 -0.149 -1.386 -0.440
O -2.149 0.301 -0.497 -0.911
H 0.298 -0.075 1.312 0.285
H 0.523 -1.832 1.494 0.204
H -0.865 -1.420 0.422 0.262
H 1.885 -0.717 -0.259 0.393
H 1.150 0.064 -2.160 0.222
H -0.503 -0.452 -1.843 0.294
H 0.136 0.795 -0.786 0.280
H -2.946 -0.173 -0.228 0.443
H -2.285 1.948 1.966 0.468
O -1.475 1.638 1.540 -0.970
H -1.662 1.463 0.498 0.506
H 3.589 0.279 -0.277 0.440
O 2.717 0.545 -0.104 -0.768
```

Its multiplicity is 1. The calculation puts the orbital gap at 4.08 eV. The value obtained for the relative energy (zero: lowest compared OMol25 entry of this formula, charge and spin) is 871.6 kJ/mol.

=====

Record 5
ORCA calculation (the ωB97M-V functional and the def2-TZVPD basis) on a single C5H8O molecule in a non-equilibrium geometry.

Geometry as XYZ:
```
14
Properties=species:S:1:pos:R:3:nbo_charge:R:1
C -2.273 0.764 0.259 -0.499
C -2.274 -0.557 -0.058 0.108
O -0.986 -1.198 0.009 -0.500
C 0.027 -0.370 -0.240 0.097
C 1.236 -0.549 0.364 -0.277
C 2.386 0.187 -0.107 -0.633
H -3.138 1.389 0.071 0.216
H -1.201 1.281 0.458 0.228
H -3.109 -1.120 -0.471 0.210
H -0.274 0.568 -0.892 0.185
H 1.423 -1.298 1.236 0.221
H 3.003 -0.742 -0.515 0.217
H 2.262 0.935 -0.870 0.216
H 2.917 0.712 0.756 0.210
```

The SMILES is C=CO/C=C/C. Its multiplicity is 1. The calculation puts the orbital gap at 9.41 eV. The value obtained for the relative energy (zero: lowest compared OMol25 entry of this formula, charge and spin) is 313.1 kJ/mol.

=====

Record 6
ORCA calculation (the ωB97M-V functional and the def2-TZVPD basis) on a single C14H26N4O2 molecule in a non-equilibrium geometry.

Geometry as XYZ:
```
46
Properties=species:S:1:pos:R:3:nbo_charge:R:1
C 7.272 0.097 -1.336 -0.606
C 5.752 0.025 -1.258 -0.394
C 5.193 0.537 0.077 -0.259
C 3.700 0.525 0.020 0.095
N 3.068 1.573 0.349 -0.258
N 1.711 1.638 0.339 -0.417
C 0.773 0.722 0.042 0.556
O 0.936 -0.434 -0.314 -0.619
C -0.633 1.323 0.210 0.576
O -0.802 2.468 0.572 -0.582
N -1.573 0.408 -0.101 -0.432
N -2.899 0.643 -0.048 -0.229
C -3.700 -0.271 -0.389 0.103
C -5.179 -0.077 -0.341 -0.270
C -5.815 -1.185 0.522 -0.384
C -5.843 -2.547 -0.161 -0.605
C -5.543 1.323 0.167 -0.391
C -6.967 1.731 -0.187 -0.603
C 5.671 -0.262 1.306 -0.390
C 5.344 -1.751 1.270 -0.617
H 7.607 -0.172 -2.335 0.213
H 7.618 1.105 -1.119 0.204
H 7.736 -0.587 -0.630 0.202
H 5.328 0.640 -2.056 0.207
H 5.423 -1.001 -1.426 0.199
H 5.511 1.575 0.221 0.218
H 3.223 -0.396 -0.306 0.198
H 1.347 2.548 0.621 0.428
H -1.218 -0.511 -0.397 0.400
H -3.339 -1.251 -0.728 0.151
H -5.556 -0.190 -1.366 0.209
H -6.839 -0.893 0.754 0.207
H -5.270 -1.254 1.466 0.203
H -4.841 -2.918 -0.358 0.197
H -6.379 -2.489 -1.106 0.203
H -6.349 -3.272 0.473 0.214
H -4.845 2.037 -0.270 0.226
H -5.403 1.355 1.248 0.205
H -7.699 1.063 0.261 0.196
H -7.166 2.737 0.173 0.214
H -7.111 1.721 -1.266 0.199
H 5.207 0.183 2.189 0.209
H 6.750 -0.133 1.404 0.204
H 4.273 -1.916 1.190 0.205
H 5.690 -2.223 2.187 0.215
H 5.836 -2.243 0.435 0.201
```

The SMILES is CCC(/C=N/NC(=O)C(=O)N/N=C/C(CC)CC)CC. Its multiplicity is 1. The calculation puts the orbital gap at 9.80 eV. The value obtained for the relative energy (zero: lowest compared OMol25 entry of this formula, charge and spin) is 274.4 kJ/mol.

=====

Q: The highest multiplicity belongs to which entry?
A: C24H56Cl8O8

=====

Q: Among the records above, which one has the highest multiplicity?
A: C24H56Cl8O8